# 1
{
  "formula": "C2H12O3S2",
  "method": "wB97M-V/def2-TZVPD",
  "multiplicity": 1,
  "homo_lumo_gap_ev": 9.142,
  "smiles": "CSSC.O.O.O",
  "e_tot_ha": -1105.473856,
  "species": ["C", "S", "S", "C", "H", "H", "H", "H", "H", "H", "O", "H", "H", "O", "H", "H", "O", "H", "H"],
  "positions_angstrom": [[2.234, -1.140, 0.337], [1.549, -0.529, 1.898], [-0.472, -0.755, 1.573], [-0.606, -2.436, 0.891], [1.795, -0.660, -0.526], [2.164, -2.223, 0.384], [3.308, -0.939, 0.360], [-1.619, -2.759, 1.112], [0.073, -3.032, 1.495], [-0.495, -2.517, -0.184], [0.072, 0.973, -3.555], [-0.210, 0.904, -2.639], [0.947, 0.579, -3.619], [-2.537, 2.327, -0.984], [-2.115, 2.279, -0.115], [-3.093, 3.120, -0.966], [-0.392, 2.500, 1.227], [0.164, 1.711, 1.206], [-0.766, 2.599, 2.106]]
}



# 2
{
  "formula": "C12H30N6O6",
  "method": "wB97M-V/def2-TZVPD",
  "multiplicity": 1,
  "homo_lumo_gap_ev": 9.019,
  "smiles": "CC(N)=O.CC(N)=O.CC(N)=O.CC(N)=O.CC(N)=O.CC(N)=O",
  "e_tot_ha": -1255.279545,
  "species": ["C", "C", "N", "O", "H", "H", "H", "H", "H", "C", "C", "N", "O", "H", "H", "H", "H", "H", "C", "C", "N", "O", "H", "H", "H", "H", "H", "C", "C", "N", "O", "H", "H", "H", "H", "H", "C", "C", "N", "O", "H", "H", "H", "H", "H", "C", "C", "N", "O", "H", "H", "H", "H", "H"],
  "positions_angstrom": [[-3.070, -1.570, -0.569], [-4.378, -0.969, -0.215], [-4.316, -0.471, 0.987], [-5.365, -0.997, -0.920], [-2.279, -1.350, 0.148], [-2.729, -0.900, -1.358], [-3.035, -2.642, -0.763], [-3.497, -0.577, 1.569], [-5.108, -0.155, 1.527], [1.761, -3.365, -0.450], [0.732, -3.484, 0.684], [-0.568, -3.593, 0.414], [1.069, -3.500, 1.872], [1.888, -4.314, -0.971], [2.766, -3.171, -0.078], [1.372, -2.579, -1.098], [-1.155, -3.539, 1.233], [-0.855, -3.884, -0.510], [1.009, -1.910, -4.797], [1.613, -0.609, -4.093], [1.785, 0.435, -4.884], [1.864, -0.511, -2.959], [-0.057, -1.683, -4.805], [1.339, -2.729, -4.158], [1.347, -2.113, -5.813], [1.365, 0.383, -5.801], [2.158, 1.272, -4.460], [-2.468, 3.088, 3.142], [-3.310, 4.350, 2.714], [-3.831, 4.136, 1.474], [-3.430, 5.381, 3.406], [-1.712, 3.295, 3.899], [-2.039, 2.627, 2.252], [-3.231, 2.352, 3.396], [-3.493, 3.495, 0.771], [-4.144, 4.971, 1.000], [3.717, -0.512, 2.001], [4.616, 0.636, 1.982], [4.128, 1.849, 1.788], [5.869, 0.562, 2.240], [3.980, -1.305, 2.701], [3.667, -0.904, 0.985], [2.712, -0.121, 2.162], [3.119, 1.899, 1.758], [4.700, 2.656, 1.586], [-0.028, 0.263, 0.391], [0.680, 1.586, 0.454], [1.335, 2.079, -0.571], [0.732, 2.142, 1.528], [-0.040, -0.194, -0.599], [-1.076, 0.261, 0.689], [0.522, -0.450, 1.005], [2.003, 2.827, -0.456], [1.364, 1.556, -1.435]]
}



# 3
{
  "formula": "C7H10S",
  "method": "wB97M-V/def2-TZVPD",
  "multiplicity": 1,
  "homo_lumo_gap_ev": 9.347,
  "smiles": "C=C[C@@H]1SC[C@H]2C[C@@H]21",
  "e_tot_ha": -670.699332,
  "species": ["C", "C", "C", "S", "C", "C", "C", "C", "H", "H", "H", "H", "H", "H", "H", "H", "H", "H"],
  "positions_angstrom": [[0.867, -1.509, 2.789], [0.148, -0.696, 1.952], [0.306, -0.704, 0.382], [1.352, 0.690, -0.555], [0.096, 1.163, -1.615], [-1.140, 0.872, -0.761], [-2.275, -0.143, -0.866], [-0.832, -0.514, -0.572], [1.165, -1.300, 3.927], [1.577, -2.204, 2.437], [-0.687, 0.018, 2.141], [1.024, -1.482, 0.316], [0.141, 2.274, -1.758], [-0.126, 0.836, -2.661], [-1.288, 1.567, 0.177], [-3.303, -0.044, -0.226], [-2.609, -0.591, -1.799], [-0.541, -0.928, -1.527]]
}



# 4
{
  "formula": "C35H36F3N3S4SiTi",
  "method": "wB97M-V/def2-TZVPD",
  "charge": -2,
  "multiplicity": 3,
  "homo_lumo_gap_ev": [3.545, 5.205],
  "e_tot_ha": -4551.059881,
  "species": ["Ti", "S", "C", "C", "C", "C", "C", "C", "N", "C", "C", "C", "C", "C", "C", "C", "C", "N", "C", "C", "C", "C", "C", "S", "C", "H", "H", "H", "H", "H", "H", "H", "H", "H", "H", "H", "H", "F", "C", "F", "F", "C", "C", "C", "C", "N", "C", "S", "H", "H", "H", "C", "Si", "C", "C", "C", "C", "C", "C", "C", "C", "H", "H", "H", "H", "H", "H", "H", "H", "H", "H", "H", "H", "H", "H", "H", "H", "H", "H", "H", "H", "H", "S"],
  "positions_angstrom": [[0.322, 0.182, 0.038], [-0.945, 5.691, 4.408], [-2.560, 6.244, 4.367], [-3.342, 5.421, 3.611], [-2.612, 4.328, 3.068], [-1.285, 4.340, 3.409], [-0.199, 3.402, 3.041], [-0.453, 2.477, 2.050], [0.456, 1.562, 1.624], [1.746, 1.672, 2.127], [2.090, 2.600, 3.142], [3.413, 2.630, 3.594], [4.380, 1.789, 3.058], [4.069, 0.881, 2.039], [5.024, -0.012, 1.447], [4.583, -0.880, 0.437], [3.264, -0.865, 0.041], [2.333, -0.038, 0.578], [2.732, 0.834, 1.571], [5.501, -1.825, -0.230], [5.224, -2.876, -1.066], [6.390, -3.553, -1.518], [7.538, -3.017, -1.014], [7.194, -1.687, 0.003], [1.053, 3.456, 3.656], [-2.857, 7.134, 4.896], [-4.398, 5.579, 3.443], [-3.053, 3.562, 2.448], [-1.379, 2.507, 1.493], [3.680, 3.331, 4.378], [5.399, 1.834, 3.428], [6.044, -0.004, 1.808], [2.903, -1.503, -0.755], [4.222, -3.163, -1.343], [6.364, -4.404, -2.184], [8.550, -3.341, -1.187], [1.289, 4.145, 4.456], [-1.140, -4.861, 1.405], [-1.702, -4.200, 2.425], [-0.914, -4.389, 3.514], [-2.862, -4.853, 2.705], [-1.955, -2.737, 2.154], [-3.068, -2.163, 2.720], [-3.357, -0.815, 2.529], [-2.465, -0.095, 1.759], [-1.370, -0.627, 1.221], [-1.061, -1.945, 1.387], [0.380, -2.406, 0.611], [-3.739, -2.778, 3.309], [-4.227, -0.340, 2.955], [-2.631, 0.954, 1.570], [-2.504, -2.066, -1.377], [-1.309, -0.658, -1.907], [-2.613, 0.666, -2.555], [-2.065, 1.652, -3.589], [-3.861, 0.016, -3.167], [-3.102, 1.478, -1.349], [-0.402, -1.484, -3.431], [0.657, -0.611, -4.104], [-1.392, -1.926, -4.517], [0.316, -2.743, -2.929], [-3.083, -2.473, -2.212], [-3.228, -1.701, -0.641], [-1.958, -2.889, -0.917], [-1.869, 1.167, -4.547], [-1.147, 2.130, -3.255], [-2.817, 2.434, -3.772], [-3.633, -0.582, -4.052], [-4.562, 0.804, -3.478], [-4.389, -0.625, -2.460], [-2.288, 2.037, -0.883], [-3.565, 0.830, -0.600], [-3.869, 2.199, -1.668], [0.235, 0.287, -4.556], [1.145, -1.193, -4.900], [1.417, -0.267, -3.404], [-1.849, -1.074, -5.022], [-2.194, -2.560, -4.134], [-0.859, -2.506, -5.285], [1.090, -2.503, -2.196], [0.803, -3.245, -3.776], [-0.355, -3.460, -2.454], [0.682, 1.689, -1.489]]
}